[1]
C9H21AlF4N2O2 | ωB97M-V with the def2-TZVPD basis set

Output
lowest unoccupied orbital energy	-1.386	eV
total charge	0
2S+1	1
orbital gap	0.31869	Eh
HOMO	-10.06	eV

Last column: natural (NBO) charge in e.
Atoms and positions in Å:
H1 1.6737 -0.3252 1.0480  0.25
H2 -2.1017 0.5871 0.9104  0.25
C1 0.7734 3.1092 0.3187  -0.05
H3 2.8483 -1.4637 0.4821  0.20
H4 -1.1832 -2.5634 -0.1441  0.18
C2 1.8895 -1.0107 0.2436  -0.25
H5 0.2160 4.9073 1.2853  0.23
H6 3.1094 -3.0620 -1.1269  0.22
F1 -6.3339 0.9585 2.5384  -0.78
H7 2.4147 -3.2568 -2.7117  0.24
H8 1.2114 2.2029 0.7418  0.14
F2 -6.0759 -1.4988 1.2483  -0.78
Al1 -5.2707 -0.0880 1.7396  2.16
C3 -1.0583 1.8279 -0.4276  -0.07
H9 1.9223 4.8603 0.8575  0.21
H10 -0.9272 -1.7221 1.3503  0.23
H11 0.9208 -3.8852 -0.9239  0.44
H12 -0.4222 1.6232 -1.2952  0.14
C4 1.0961 4.2790 1.2438  -0.63
O1 -0.9808 -0.5830 -0.3680  -0.55
C5 2.3405 -2.6911 -1.7930  -0.25
C6 -1.1212 0.5784 0.4583  -0.11
H13 -2.0570 1.9897 -0.8132  0.22
C7 -0.6062 -1.7546 0.3132  -0.08
F3 -4.5953 0.6903 0.3713  -0.79
H14 3.6482 -1.0458 -2.2157  0.22
C8 2.5868 -1.2033 -2.0548  -0.24
H15 1.0881 -2.8301 0.9712  0.22
H16 1.1475 0.0159 -1.3461  0.38
H17 0.2965 -2.6063 -1.7958  0.44
N1 1.0181 -2.8943 -1.1315  -0.50
H18 2.0881 -0.9528 -2.9865  0.21
F4 -3.9702 -0.5084 2.7696  -0.79
H19 -0.4000 0.6437 1.2698  0.16
O2 -0.6285 2.9695 0.2649  -0.52
H20 1.3319 3.9067 2.2314  0.21
C9 0.8629 -2.1310 0.1712  -0.08
H21 1.2062 3.2567 -0.6717  0.16
N2 2.0419 -0.3297 -1.0229  -0.61



[2]
C49H53N2P2SSiTi | ωB97M-V with the def2-TZVPD basis set

Output
lowest unoccupied orbital energy (alpha / beta)	-2.489 / -2.514	eV
total charge	+1
2S+1	3
orbital gap (alpha / beta)	0.23335 / 0.28513	Eh
HOMO (alpha / beta)	-8.84 / -10.27	eV

Last column: Löwdin spin population.
Atoms and positions in Å:
C1 11.3015 18.7703 11.8364  0.00
H1 15.7912 13.6221 11.9902  0.00
H2 18.1184 16.6603 5.6698  0.00
H3 17.7458 17.5783 13.3682  0.00
C2 19.0824 16.2980 14.3744  0.00
H4 15.8445 17.6489 12.5630  0.00
H5 12.6527 15.9446 15.1886  0.00
H6 15.5921 18.1912 10.8579  0.00
C3 8.1404 15.4677 13.2558  0.00
C4 11.5778 17.5154 11.1056  0.02
H7 14.4167 18.6972 13.4316  0.00
C5 10.3291 14.4401 14.7802  0.01
H8 19.1901 17.1109 15.0992  0.00
C6 13.5567 15.3812 15.4847  0.02
C7 9.2892 12.1839 9.6489  0.00
C8 17.2173 10.0672 14.1742  0.00
C9 12.5578 19.3002 12.5324  0.00
C10 18.6290 8.0276 12.9094  0.00
H9 11.0831 13.9542 15.3405  0.00
C11 13.6245 7.9386 9.4299  0.00
H10 13.2938 5.8176 9.6640  0.00
H11 19.2333 7.2751 12.4479  0.00
C12 14.4271 7.8556 12.1192  0.00
C13 15.1767 14.5323 11.5790  0.01
C14 11.0946 13.1925 10.9754  0.01
H12 11.9055 13.0079 7.7009  0.00
C15 13.0384 17.4511 10.5808  0.01
H13 10.8576 19.5185 11.2065  0.00
H14 9.3126 15.0367 11.5811  0.00
C16 10.3148 14.3006 13.3411  0.01
H15 7.4410 16.2425 15.1199  0.00
H16 17.1039 8.1925 11.3519  0.00
C17 15.6161 14.4880 15.2000  0.05
H17 11.3610 11.8035 14.1778  0.00
H18 7.3058 15.7879 12.6151  0.00
H19 19.2664 16.1572 9.7901  0.00
C18 13.8229 14.9808 16.7393  0.01
C19 19.5784 14.1523 13.3092  0.00
H20 18.5014 9.8086 15.8233  0.00
N1 13.9302 17.2648 11.8361  0.01
H21 14.5706 14.0370 10.8021  0.01
C20 11.8202 13.3267 9.7869  0.00
C21 17.1112 15.8952 9.3970  0.00
H22 19.9984 14.6273 15.3942  0.00
C22 11.2751 12.9528 8.5591  0.00
C23 13.9816 6.6964 11.4707  0.00
C24 16.1735 15.7593 8.3487  0.00
C25 10.0378 12.3821 8.4693  0.00
C26 12.0793 11.9217 13.3697  0.01
C27 16.7669 9.6500 12.9164  0.00
P1 15.2869 10.4630 12.2010  0.00
C28 13.5229 11.7193 13.9299  0.00
C29 19.6267 14.9983 14.4211  0.00
H23 9.3805 12.2676 11.8263  0.00
C30 13.5462 18.1845 12.9864  0.01
C31 14.5480 9.0225 11.3759  0.00
H24 15.1976 15.3768 8.5531  0.00
Ti1 13.7304 15.3368 12.7276  1.62
H25 13.0904 19.9840 11.8781  0.00
Si1 16.4321 15.8434 11.1908  0.00
H26 14.5435 7.9592 13.1814  0.00
P2 11.8211 13.6656 12.5868  0.07
H27 13.3773 8.0000 8.3810  0.00
S1 15.3620 14.1868 16.8918  0.04
H28 13.2142 16.5509 9.9880  0.00
C32 9.8702 12.5304 10.8675  0.00
H29 15.6742 16.1572 6.3255  0.00
H30 10.8884 17.3108 10.2780  0.00
C33 18.2853 9.4591 14.8307  0.00
C34 19.0233 8.5008 14.1690  0.00
H31 13.0327 17.6051 13.8282  0.00
H32 13.2790 9.6657 13.3210  0.00
C35 13.6459 6.7287 10.1133  0.00
C36 15.4282 17.3816 11.5680  0.00
H33 14.0543 10.0606 9.5886  0.00
H34 13.4211 11.9773 14.9800  0.00
H35 13.2987 18.3360 9.9756  0.00
H36 19.8310 16.4895 7.4185  0.00
H37 13.9302 5.7617 12.0916  0.00
C37 8.1546 15.5961 14.6147  0.00
H38 8.2765 11.7298 9.5496  0.00
C38 18.4549 16.1438 9.0146  0.00
C39 17.5435 8.5968 12.2768  0.00
H39 11.3926 16.6408 11.7945  0.01
H40 20.1372 13.2475 13.2966  0.00
H41 13.2445 15.0697 17.6483  0.00
C40 18.7654 14.4768 12.2143  0.00
C41 9.2133 15.0162 15.3920  0.00
H42 10.5708 18.5606 12.5855  0.00
C42 18.2349 16.6137 13.3541  0.00
H43 19.9335 8.1377 14.6926  0.00
C43 18.0372 15.6666 12.2672  0.00
H44 12.8062 13.8310 9.7613  0.00
H45 12.3230 19.9638 13.3862  0.00
H46 14.5634 9.9108 14.6335  0.00
H47 16.7024 10.8822 14.6192  0.00
H48 16.5598 14.3743 14.6547  0.00
H49 11.7907 11.2604 12.6042  0.00
C44 18.8272 16.3284 7.7199  0.00
H50 9.6285 11.9536 7.5234  0.00
H51 14.2666 12.4269 13.5220  0.00
H52 18.6666 13.8910 11.3197  0.00
N2 14.6232 15.1425 14.5607  0.02
C45 14.0453 9.0754 10.0938  0.00
C46 16.4915 16.0977 7.0320  0.00
C47 14.1217 10.2969 13.6707  0.00
H53 9.1576 15.2173 16.4200  0.00
C48 9.2257 14.8611 12.6541  0.00
C49 17.8262 16.3199 6.6597  0.00



[3]
C22H22O12PdS4Se | ωB97M-V with the def2-TZVPD basis set

Output
lowest unoccupied orbital energy (alpha / beta)	3.815 / 3.808	eV
total charge	-2
2S+1	1
orbital gap (alpha / beta)	0.26661 / 0.26629	Eh
HOMO (alpha / beta)	-3.44 / -3.44	eV

Last column: natural (NBO) charge in e.
Atoms and positions in Å:
S1 1.4118 -2.5284 0.7493  1.24
H1 0.7780 -5.3316 0.2618  0.20
C1 1.1718 -1.6855 3.8876  -0.42
O1 -0.1023 4.0364 -0.6355  -1.04
C2 -0.4140 1.2447 4.3943  -0.26
O2 1.3509 -1.0947 0.3696  -0.99
H2 -0.9450 -1.8343 3.5142  0.21
C3 0.5819 -4.7698 -0.6441  -0.22
C4 -1.6051 2.9131 3.1363  -0.19
C5 0.0055 -2.7995 1.8851  -0.61
C6 -0.4186 3.3374 2.5665  -0.18
C7 0.7748 2.7082 2.8899  -0.24
C8 0.5738 -2.6548 -1.8316  -0.12
H3 -0.1596 -0.7246 2.4134  0.27
O3 -1.1123 0.8322 0.8194  -0.97
C9 0.0880 1.7849 -3.7538  -0.35
H4 -0.4130 4.1289 1.8318  0.25
C10 0.7689 1.6541 3.7920  -0.19
H5 -0.4222 0.4468 5.1282  0.20
S2 0.8313 3.7039 -1.7155  2.38
O4 1.8260 2.7237 -1.2429  -1.03
Pd1 0.2381 1.2407 -0.5711  1.22
O5 1.5495 0.1814 -2.3581  -1.04
H6 0.1543 -3.7754 2.3582  0.19
H7 3.2410 -1.1440 4.0632  0.21
O6 2.7096 1.7502 -3.8655  -0.98
O7 1.4835 -0.1635 -4.7505  -1.03
H8 -2.5400 3.3729 2.8454  0.21
H9 -0.6111 0.4489 -5.2365  0.24
O8 -2.0572 -1.6871 0.3121  -1.08
H10 -3.4617 3.3485 -3.8812  0.20
C11 0.7859 -3.3967 -0.6817  -0.27
C12 0.1163 -5.4117 -1.7797  -0.23
H11 0.8272 -1.5228 4.9149  0.20
O9 -3.6658 0.4276 -0.0999  -1.03
O10 3.3610 1.6521 3.3132  -0.98
C13 -0.1232 -4.6793 -2.9382  -0.22
C14 -0.8796 1.2977 -4.6250  -0.19
C15 -1.6006 1.8678 4.0520  -0.21
H12 -0.0525 -6.4823 -1.7655  0.19
H13 2.5356 -0.6167 2.5257  0.27
S3 1.6201 0.8215 -3.6869  2.43
H14 0.7809 -1.5876 -1.8442  0.29
H15 -2.5302 1.5233 4.4894  0.20
C16 -1.5126 3.4188 -2.9960  -0.21
H16 1.7031 2.9926 2.4091  0.26
H17 -1.7489 4.2383 -2.3305  0.23
C17 0.1106 -3.3133 -2.9639  -0.21
Se1 -2.1630 -0.1406 -0.1334  2.74
H18 -0.0641 -2.7390 -3.8635  0.23
C18 -0.2386 2.8662 -2.9290  -0.23
C19 -0.0351 -1.6783 2.9265  -0.43
C20 -2.4662 2.9204 -3.8672  -0.22
H19 -0.4906 -5.1822 -3.8247  0.20
S4 2.3852 0.9833 4.2109  1.23
O11 -1.3411 0.1742 -1.5632  -1.00
H20 -2.8873 1.4402 -5.3617  0.19
H21 -0.8972 -2.7984 1.2820  0.30
C21 2.3386 -0.7413 3.5941  -0.61
O12 1.3999 4.8404 -2.3996  -0.98
C22 -2.1452 1.8572 -4.6908  -0.22
H22 1.6008 -2.6949 3.8945  0.20



[4]
C16H28NO2 | ωB97M-V with the def2-TZVPD basis set

Output
lowest unoccupied orbital energy	-2.293	eV
total charge	+1
SMILES	CCC[N+]1(CC#CC2(O)CCCCC2)CCOCC1
2S+1	1
orbital gap	0.38306	Eh
HOMO	-12.72	eV

Last column: natural (NBO) charge in e.
Atoms and positions in Å:
H1 -1.0494 -0.0371 -0.5874  0.26
C1 3.0967 1.7570 -1.0775  -0.41
H2 -0.2144 -0.1420 2.8676  0.26
C2 -0.4782 0.3947 1.9517  -0.29
H3 -4.2121 1.9238 2.4555  0.24
C3 -3.2649 1.7069 1.9581  -0.09
C4 -2.9041 0.2350 2.2014  -0.25
C5 1.8628 1.2078 -3.1934  -0.40
H4 4.0564 1.7192 -1.5985  0.21
H5 0.5689 -0.1584 -2.1500  0.18
C6 1.5406 -0.1824 -2.6532  -0.40
C7 1.5872 0.3984 0.2951  0.12
H6 2.3718 -1.6258 -1.2624  0.22
N1 -1.7306 -0.2207 1.3996  -0.20
H7 1.0739 1.5334 -3.8726  0.22
H8 -2.7003 0.0697 3.2606  0.24
H9 1.4717 -0.8958 -3.4755  0.23
H10 0.4522 -2.0579 1.1729  0.23
H11 1.0570 2.2949 -1.5159  0.19
H12 2.7942 1.1679 -3.7604  0.21
H13 -1.6061 -1.9542 2.5781  0.22
O1 3.8108 -0.0793 0.3762  -0.70
C8 -1.6622 -1.7117 1.5136  -0.21
C9 -2.3135 1.6574 -0.1490  -0.09
H14 3.5698 -0.7285 -2.1983  0.22
H15 -2.5540 1.8763 -1.1906  0.23
H16 4.6612 -0.0485 -0.0765  0.48
H17 -2.5015 2.3849 2.3675  0.18
H18 2.2627 3.1897 -2.4442  0.23
H19 0.1995 -4.4123 0.4960  0.24
C10 -0.5082 -2.4018 0.7909  -0.43
H20 -2.7831 -0.4211 -0.4045  0.23
H21 -0.6818 1.4351 2.2148  0.25
H22 -1.5530 -4.2942 0.6043  0.21
C11 2.7997 0.3558 -0.5148  0.17
H23 -1.4701 2.2934 0.1556  0.18
C12 -1.9539 0.1748 -0.0170  -0.27
C13 2.0083 2.2061 -2.0485  -0.40
C14 -0.6178 -3.9099 1.0035  -0.60
H24 -3.7622 -0.3734 1.9069  0.24
C15 2.6153 -0.6439 -1.6741  -0.41
H25 -0.5640 -4.1592 2.0599  0.21
H26 -2.6028 -2.1147 1.1291  0.23
O2 -3.4649 1.9599 0.5943  -0.50
H27 3.1895 2.4618 -0.2490  0.23
C16 0.6464 0.3639 1.0392  -0.11
H28 -0.5434 -2.1951 -0.2789  0.21